117
Properties=species:S:1:pos:R:3 method="wB97M-V/def2-TZVPD" gap_ha=0.304 homo_ev=-12.60 total_charge=+2 e_lumo_ev=-4.3 e_above_lowest_kcal_mol=10.4
Cs 0.857 -0.044 0.018
C -1.929 -1.021 4.286
C -1.207 -1.224 3.119
N -0.061 -0.593 2.877
C 0.377 0.242 3.825
C -0.371 0.459 4.981
N -1.518 -0.166 5.215
C 1.651 0.989 3.622
C 2.452 1.281 4.718
C 3.556 2.112 4.559
C 3.830 2.553 3.269
C 3.053 2.108 2.205
N 1.957 1.365 2.378
C 3.467 2.408 0.805
C 4.822 2.540 0.494
N 5.246 2.825 -0.730
C 4.315 2.955 -1.668
C 2.974 2.751 -1.384
N 2.543 2.487 -0.154
C 4.403 2.507 5.711
C 3.882 2.586 6.997
C 4.714 2.959 8.041
N 6.002 3.251 7.885
C 6.501 3.175 6.653
C 5.750 2.811 5.546
H -2.859 -1.546 4.471
H -1.558 -1.922 2.369
H -0.046 1.172 5.729
H 2.221 0.853 5.683
H 4.638 3.247 3.086
H 5.586 2.389 1.247
H 4.650 3.211 -2.666
H 2.227 2.797 -2.168
H 2.834 2.396 7.195
H 4.325 3.032 9.051
H 7.553 3.413 6.547
H 6.233 2.740 4.579
N 4.623 -2.137 -2.177
C 4.749 -2.392 -0.823
C 5.636 -3.173 -0.093
C 5.456 -3.200 1.276
C 4.428 -2.471 1.895
C 3.553 -1.694 1.163
C 3.718 -1.658 -0.225
N 2.996 -0.983 -1.202
C 3.562 -1.296 -2.338
C 3.109 -0.823 -3.648
C 3.661 -1.170 -4.845
S 2.832 -0.411 -6.120
C 1.794 0.323 -4.972
N 2.035 0.037 -3.730
H 5.212 -2.504 -2.903
H 6.431 -3.734 -0.568
H 6.122 -3.794 1.887
H 4.326 -2.518 2.972
H 2.773 -1.125 1.656
H 4.496 -1.822 -5.048
H 1.002 0.983 -5.299
N -3.710 4.479 -3.936
C -4.724 3.520 -3.432
C -4.787 3.476 -1.900
C -3.658 2.746 -1.159
N -2.402 3.525 -1.098
C -3.377 1.405 -1.836
C -3.157 1.535 -3.338
N -1.961 2.433 -3.620
C -4.395 2.135 -4.004
H -3.694 5.325 -3.379
H -3.943 4.762 -4.882
H -2.353 3.370 -3.926
H -5.717 3.814 -3.777
H -5.706 2.939 -1.652
H -4.914 4.488 -1.500
H -4.029 2.549 -0.150
H -1.841 3.200 -0.318
H -2.592 4.503 -0.909
H -4.243 0.755 -1.700
H -2.531 0.892 -1.368
H -2.935 0.554 -3.754
H -1.503 2.691 -2.737
H -1.318 2.031 -4.292
H -5.235 1.461 -3.831
H -4.256 2.199 -5.087
C -5.832 -1.406 1.865
C -4.911 -0.375 1.768
C -3.759 -0.550 1.010
C -3.513 -1.748 0.341
C -4.446 -2.780 0.453
C -5.596 -2.610 1.209
P -1.965 -1.855 -0.643
C -2.582 -2.105 -2.354
C -3.903 -1.883 -2.738
C -4.279 -1.997 -4.074
C -3.339 -2.329 -5.038
C -2.016 -2.543 -4.667
C -1.641 -2.425 -3.337
C -1.310 -3.523 -0.228
C -1.857 -4.704 -0.735
C -1.372 -5.938 -0.331
C -0.323 -6.015 0.577
C 0.254 -4.853 1.063
C -0.232 -3.617 0.658
H -6.728 -1.278 2.458
H -5.082 0.558 2.292
H -3.024 0.248 0.958
H -4.274 -3.725 -0.046
H -6.310 -3.419 1.291
H -4.651 -1.643 -1.992
H -5.314 -1.846 -4.356
H -3.638 -2.439 -6.073
H -1.281 -2.812 -5.415
H -0.607 -2.596 -3.052
H -2.655 -4.664 -1.467
H -1.814 -6.843 -0.728
H 0.052 -6.981 0.891
H 1.093 -4.905 1.746
H 0.251 -2.721 1.034

82
Properties=species:S:1:pos:R:3 method="wB97M-V/def2-TZVPD" gap_ha=0.241 homo_ev=-12.26 total_charge=+2 e_lumo_ev=-5.7 e_above_lowest_kcal_mol=20.0
W -0.676 0.397 0.423
C 4.254 0.084 1.011
N 3.609 1.392 0.957
C 4.452 2.590 0.973
C 2.287 1.477 0.759
N 1.456 0.471 0.884
N 1.797 2.711 0.386
C 0.557 3.174 0.798
N 0.303 4.462 0.563
N -0.240 2.349 1.401
H 5.286 0.216 1.319
H 4.242 -0.399 0.031
H 3.788 -0.568 1.747
H 5.422 2.325 1.382
H 4.019 3.357 1.613
H 4.621 2.990 -0.030
H 1.842 -0.252 1.475
H 2.453 3.380 0.018
H 0.927 5.046 0.034
H -0.657 4.765 0.660
H -1.103 2.818 1.670
C -4.710 -1.177 -0.944
C -4.658 -2.527 -0.634
C -3.445 -3.061 -0.258
C -2.320 -2.245 -0.188
N -2.383 -0.926 -0.430
C -3.568 -0.422 -0.812
C -0.982 -2.762 0.077
C -0.713 -4.129 0.118
C 0.582 -4.580 0.230
C 1.596 -3.635 0.247
C 1.255 -2.304 0.211
N -0.005 -1.839 0.176
H -5.625 -0.699 -1.263
H -5.540 -3.150 -0.690
H -3.376 -4.110 -0.019
H -3.591 0.640 -0.993
H -1.519 -4.841 0.037
H 0.798 -5.639 0.268
H 2.639 -3.917 0.275
H 2.041 -1.569 0.171
C 2.150 0.092 4.083
Ge 0.185 0.145 4.199
C -0.393 -1.244 5.443
C -0.329 1.921 4.828
C -0.692 -0.358 2.475
H 2.539 0.236 5.092
H 2.547 0.895 3.463
H 2.534 -0.871 3.736
H 0.048 -1.090 6.428
H -0.099 -2.233 5.090
H -1.478 -1.229 5.555
H 0.272 2.164 5.706
H -1.377 1.959 5.122
H -0.148 2.684 4.072
H -0.839 -1.442 2.507
C 1.503 -0.863 -2.924
Te 0.483 0.875 -2.187
C -1.084 0.265 -3.512
C -0.433 -0.664 -4.508
C -1.076 -0.992 -5.696
C -0.475 -1.853 -6.599
C 0.777 -2.388 -6.322
C 1.422 -2.062 -5.141
C 0.821 -1.202 -4.228
H 1.413 -1.680 -2.210
H 2.557 -0.632 -3.067
H -1.504 1.143 -3.999
H -1.862 -0.227 -2.931
H -2.046 -0.565 -5.920
H -0.976 -2.098 -7.526
H 1.253 -3.049 -7.033
H 2.403 -2.471 -4.930
N -2.090 3.535 -1.793
C -2.340 2.930 -0.560
O -1.891 1.671 -0.536
C -2.931 3.568 0.463
I -2.722 0.349 2.535
H -2.127 2.893 -2.571
H -2.635 4.367 -1.971
H -3.352 4.553 0.312
H -3.125 3.074 1.401

20
Properties=species:S:1:pos:R:3 method="wB97M-V/def2-TZVPD" gap_ha=0.342 homo_ev=-8.77 smiles="C=N/C=C/CCN.O" total_charge=0 e_lumo_ev=0.5 e_above_lowest_kcal_mol=66.6
C -1.769 -2.319 -0.583
N -1.670 -2.093 0.646
C -0.529 -1.384 1.119
C -0.235 -0.126 0.837
C 1.144 0.438 1.252
C 1.258 1.933 0.927
N 1.547 2.310 -0.458
H -1.073 -2.007 -1.362
H -2.627 -2.900 -0.915
H 0.018 -1.997 1.827
H -0.752 0.625 0.259
H 1.892 -0.127 0.691
H 1.304 0.286 2.322
H 2.037 2.364 1.534
H 0.311 2.399 1.210
H 2.527 2.128 -0.646
H 1.037 1.701 -1.098
O -0.239 0.440 -2.561
H -0.608 0.846 -3.354
H -0.149 -0.508 -2.709

18
Properties=species:S:1:pos:R:3 method="wB97M-V/def2-TZVPD" gap_ha=0.405 homo_ev=-14.21 total_charge=+1 e_lumo_ev=-3.2 e_above_lowest_kcal_mol=45.4
C 2.648 0.006 -0.029
N 1.262 -0.423 -0.094
C 0.236 0.471 0.038
O 0.453 1.808 -0.018
N -1.019 0.039 0.026
C -1.419 -1.325 0.060
C -1.949 1.198 -0.025
H 3.031 0.736 -0.863
H 3.265 -0.946 -0.044
H 2.913 0.600 0.868
H 1.177 -1.459 -0.138
H 1.333 1.946 0.299
H -1.019 -1.731 1.015
H -2.525 -1.154 0.221
H -1.256 -1.954 -0.854
H -1.444 1.780 -0.825
H -2.960 0.896 -0.215
H -1.980 1.633 0.967